Here is a molecular structure, C22H75BaF3O21 in a non-equilibrium geometry from the Open Molecules 2025 dataset. Energies are from ωB97M-V/def2-TZVPD.

* total energy: -75866.86236 eV
* total charge: -2

Each line ends with the Mulliken charge.
Element x y z (Å)
Ba -2.7817 -0.4836 -2.4628  1.66
O -3.1732 1.7891 -1.0636  -1.56
H -2.4298 1.7224 -0.4518  0.48
C 0.5048 -1.0052 -0.8302  0.98
O -0.3721 -0.0345 -0.2603  0.71
O -0.1352 -1.5962 -1.8449  -1.23
C 1.8422 -0.3085 -1.1580  0.11
F 1.6893 0.7994 -1.9178  0.10
F 2.4810 0.0627 -0.0322  -0.27
F 2.6998 -1.1096 -1.8083  0.03
C -0.1516 0.2926 1.1135  0.06
C -1.3688 1.0215 1.6461  0.35
H -2.2754 0.5625 1.2511  -0.66
H -1.3728 0.9654 2.7344  0.11
H -1.4201 2.0858 1.3812  0.31
H 0.7448 0.8933 1.2691  -0.18
H -0.0559 -0.6276 1.7017  -0.41
H 0.7555 -1.7239 -0.0228  -0.27
O -2.0088 -4.3515 4.8969  -0.92
C -1.5893 -3.2873 4.2164  1.17
C -0.8072 -2.1615 5.0003  -0.17
O 0.2731 -2.5099 5.7230  -0.96
H -2.4583 -2.8099 3.6803  -0.47
H -0.9547 -3.6712 3.3576  -0.45
H -1.5804 -1.7599 5.7097  0.29
H -0.5652 -1.2789 4.3269  -0.11
C -2.9162 3.0687 4.0259  0.05
O -3.9056 3.3830 5.0094  -0.58
H -2.1519 2.4698 4.5078  0.11
H -3.4184 2.4592 3.2633  -0.15
H -2.4850 3.9358 3.5201  0.30
H -4.6195 3.8400 4.5581  0.30
C 0.8079 -3.8810 -4.2786  -0.84
O 1.6103 -2.7784 -3.9170  -0.33
H 0.7116 -4.6748 -3.5402  0.21
H -0.1532 -3.5410 -4.6805  0.27
H 1.3163 -4.2884 -5.1593  0.33
H 1.1815 -2.2435 -3.2173  0.09
C -6.1116 1.2778 0.4340  -0.91
O -4.8185 1.0128 0.9371  0.01
H -6.2943 0.8874 -0.5764  0.28
H -6.8229 0.7451 1.0668  0.30
H -6.3185 2.3504 0.4229  0.24
H -4.1668 1.3637 0.2808  0.22
C 1.9256 -2.8124 2.5760  0.36
O 2.2895 -3.2259 3.8645  -0.60
H 2.3209 -1.7992 2.3622  0.07
H 2.3798 -3.4759 1.8278  0.09
H 0.8455 -2.7835 2.3862  -0.50
H 1.5252 -2.9770 4.4558  0.47
C 6.3070 -1.1397 -2.3775  -0.25
O 7.3442 -1.6638 -1.5445  -0.55
H 6.3690 -0.0527 -2.5024  0.29
H 6.3785 -1.5768 -3.3771  0.27
H 5.3869 -1.3932 -1.8653  -0.15
H 8.1652 -1.7253 -2.0371  0.29
C 3.5752 -0.0668 -5.2332  -0.06
O 2.6347 -0.9848 -5.7436  -0.57
H 3.1623 0.4621 -4.3619  -0.09
H 4.4706 -0.5766 -4.8543  0.10
H 3.8496 0.6952 -5.9569  0.28
H 2.3459 -1.5933 -5.0405  0.40
C 0.2798 -4.9088 -0.1143  0.21
O -0.6187 -4.3719 -1.0865  -0.62
H 1.3094 -4.9032 -0.4759  -0.10
H 0.2118 -4.3963 0.8491  -0.19
H -0.0130 -5.9383 0.0944  0.39
H -0.3055 -3.4725 -1.2936  0.32
C 2.8309 3.0390 0.5720  0.32
O 3.0187 4.4535 0.7445  -0.55
H 1.7734 2.8339 0.6842  -0.39
H 3.1815 2.7530 -0.4224  -0.15
H 3.3925 2.4608 1.3097  0.41
H 3.9681 4.5988 0.7220  0.31
C 0.9114 2.5980 4.5770  -0.24
O 0.2805 3.8894 4.4840  -0.52
H 0.9649 2.3649 5.6346  0.29
H 0.3750 1.8247 4.0242  -0.07
H 1.9251 2.6491 4.1652  0.27
H 0.3629 4.1724 3.5688  0.29
C -0.1554 0.2731 -4.6958  -0.52
O -1.3669 0.9623 -4.3221  -0.49
H 0.2546 0.6738 -5.6245  0.51
H 0.6186 0.3957 -3.9414  0.06
H -0.3768 -0.7787 -4.8652  0.24
H -1.3857 1.8182 -4.7564  0.23
C -4.1717 -0.5673 4.1470  -0.20
O -5.3282 -0.3047 3.3534  -0.62
H -3.9801 0.2024 4.9074  0.28
H -4.2575 -1.4824 4.7303  0.41
H -3.2872 -0.6477 3.5111  -0.15
H -5.0166 0.3613 2.7269  0.30
C 3.3161 3.2899 -3.2120  -0.36
O 3.9730 3.1071 -4.4628  -0.55
H 2.8658 4.2805 -3.1005  0.39
H 2.5031 2.5672 -3.0871  -0.04
H 4.0513 3.1229 -2.4294  0.21
H 3.3918 3.4414 -5.1505  0.30
C 3.6392 -3.9876 -1.6918  0.48
O 3.8918 -4.8052 -0.5648  -0.54
H 4.1189 -3.0059 -1.6271  -0.34
H 4.1083 -4.4345 -2.5762  0.35
H 2.5847 -3.7690 -1.7992  -0.27
H 4.8179 -5.0556 -0.5875  0.29
C -3.9780 4.7474 0.4130  -0.38
O -4.3871 4.2544 -0.8573  -0.62
H -3.9707 5.8371 0.3952  0.38
H -4.6840 4.4196 1.1854  0.16
H -2.9673 4.3912 0.6306  0.12
H -4.0285 3.3433 -0.8885  0.17
C -3.0969 -2.3495 0.8889  -0.21
O -3.8365 -1.5116 -0.0257  -0.52
H -2.3875 -1.7443 1.4587  -0.37
H -3.7243 -2.8683 1.6126  0.39
H -2.5128 -3.0832 0.3334  0.35
H -4.1195 -0.7240 0.4768  0.30
C -0.1520 3.2819 -1.6688  0.30
O -1.4291 3.8714 -1.8737  -0.69
H 0.6021 3.9880 -2.0136  0.12
H 0.0313 3.0218 -0.6236  -0.10
H -0.1403 2.3776 -2.2772  -0.04
H -2.0873 3.2708 -1.4756  0.23